C27H24Cl5N7NiO6S2 as an isolated structure, computed with ωB97M-V/def2-TZVPD.

Element x y z (Å)
Ni -1.03 -0.75 -0.73
N 2.28 7.45 0.65
C 1.50 6.39 1.07
C 0.21 6.60 1.56
C -0.56 5.55 2.02
C -0.03 4.26 2.01
C 1.25 4.03 1.52
C 2.01 5.09 1.06
S -1.00 2.91 2.58
O -2.28 3.41 3.01
O -0.22 2.20 3.57
N -1.11 1.87 1.36
C -1.78 2.15 0.23
N -1.99 1.11 -0.63
C -2.78 1.36 -1.69
C -3.30 2.60 -1.96
C -2.90 3.63 -1.11
N -2.16 3.41 -0.04
H 1.78 8.29 0.38
H 3.04 7.23 0.04
H -0.20 7.61 1.58
H -1.56 5.70 2.38
H 1.65 3.03 1.50
H 3.00 4.91 0.67
H -2.97 0.52 -2.34
H -3.94 2.77 -2.81
H -3.18 4.66 -1.30
Cl 1.53 -3.03 -7.13
C 0.72 -2.35 -5.78
C -0.32 -3.03 -5.16
Cl -0.80 -4.57 -5.76
C -0.98 -2.48 -4.06
Cl -2.29 -3.30 -3.30
C -0.61 -1.23 -3.55
O -1.22 -0.68 -2.54
C 0.45 -0.56 -4.19
Cl 0.92 0.97 -3.54
C 1.10 -1.10 -5.28
Cl 2.40 -0.24 -6.03
O -0.95 -2.96 -0.45
C 0.28 -2.98 -0.65
N 0.93 -1.88 -1.04
S 2.55 -2.07 -0.96
O 3.08 -1.32 0.16
O 3.17 -1.90 -2.24
C 2.49 -3.79 -0.52
C 3.52 -4.67 -0.27
C 3.17 -5.96 0.11
C 1.83 -6.34 0.25
C 0.81 -5.43 0.00
C 1.16 -4.15 -0.39
H 4.55 -4.38 -0.39
H 3.95 -6.69 0.30
H 1.59 -7.35 0.54
H -0.23 -5.71 0.09
N -1.03 -1.40 4.03
C 0.26 -0.94 3.39
C 0.26 -1.35 1.93
N -0.91 -0.79 1.24
C -2.15 -1.28 1.84
C -2.23 -0.86 3.30
H -1.05 -1.10 5.00
H -1.06 -2.42 4.02
H 1.09 -1.39 3.93
H 0.27 0.15 3.51
H 0.25 -2.44 1.84
H 1.18 -1.00 1.46
H -0.90 0.25 1.42
H -2.20 -2.37 1.72
H -3.00 -0.85 1.32
H -3.12 -1.25 3.80
H -2.18 0.22 3.40

Results
energy relative to the best compared isomer or geometry (same formula, charge and spin)	0.3102	eV
E_tot	-176430.3504	eV
charge	0
strongest force on any atom	0.94	eV/A
Kohn-Sham gap (alpha / beta)	6.879 / 6.878	eV
HOMO energy (alpha / beta)	-7.70 / -7.70	eV

Atom charges from the Mulliken analysis, given in e for atoms 1 to 6: -0.1675 -0.5625 1.0880 -0.7630 -0.2526 -0.3968